DFT (ωB97M-V/def2-TZVPD) results for a single C5H9NO2S molecule in a non-equilibrium geometry.

Last column: natural (NBO) charge in e.
Positions of all 18 atoms, in Å:
N  0.51  2.34  0.44  -0.844
C  -0.36  1.24  0.47  -0.017
C  -1.25  0.89  -0.80  -0.577
S  -1.86  -0.76  -0.48  0.155
C  -0.74  -1.14  0.99  -0.446
C  0.34  -0.10  0.94  -0.338
C  1.46  -0.56  -0.04  0.789
O  1.80  -1.76  -0.05  -0.629
O  1.97  0.26  -0.84  -0.646
H  1.31  2.01  -0.17  0.379
H  0.16  3.18  0.34  0.366
H  -1.11  1.36  1.25  0.185
H  -0.50  1.01  -1.57  0.206
H  -2.12  1.60  -0.87  0.231
H  -0.36  -2.01  0.89  0.215
H  -1.40  -1.18  1.92  0.219
H  0.75  0.11  1.87  0.249
H  2.53  -0.24  -1.32  0.503

Values from the calculation:
Highest occupied orbital energy in eV: -8.62
Gap between HOMO and LUMO in eV: 9.271
Energy relative to the best compared isomer or geometry (same formula, charge and spin) in eV: 1.534
Calculated total energy in hartree: -799.30243
Net charge: 0
Lowest unoccupied orbital energy in eV: 0.65



DFT (ωB97M-V/def2-TZVPD) results for FSr3 as an isolated structure in a non-equilibrium geometry.

Last column: Mulliken charge in e.
Positions of all 4 atoms, in Å:
Sr  4.69  22.55  -11.54  1.968
Sr  2.61  24.31  -13.74  2.028
Sr  5.45  25.67  -12.83  2.044
F  3.97  24.04  -12.35  -1.040

Values from the calculation:
Highest occupied orbital energy in eV: -40.47
Gap between HOMO and LUMO in eV: 17.030
Energy relative to the best compared isomer or geometry (same formula, charge and spin) in eV: 9.412
Calculated total energy in hartree: -189.33054
Net charge: +5
Lowest unoccupied orbital energy in eV: -23.44



DFT (ωB97M-V/def2-TZVPD) results for a single C5H10N2O molecule in a non-equilibrium geometry.

Last column: natural (NBO) charge in e.
Positions of all 18 atoms, in Å:
C  -0.88  -1.56  0.55  -0.023
N  -0.97  -1.30  -0.79  -0.271
N  -0.76  -0.09  -1.51  -0.525
C  0.54  0.76  -1.61  -0.202
C  1.08  1.48  -0.33  -0.432
C  0.31  0.52  0.57  -0.096
O  0.50  0.26  2.01  -0.515
C  -0.39  -0.84  1.95  -0.150
H  -1.47  -2.54  0.72  0.216
H  -1.39  -0.21  -2.45  0.409
H  0.37  1.48  -2.46  0.215
H  1.16  0.07  -1.88  0.180
H  2.13  1.30  -0.15  0.215
H  1.00  2.65  -0.19  0.209
H  -0.65  0.67  0.23  0.198
H  0.84  -0.47  0.24  0.173
H  -1.37  -0.54  2.49  0.199
H  -0.04  -1.64  2.63  0.202

Values from the calculation:
Highest occupied orbital energy in eV: -8.41
Gap between HOMO and LUMO in eV: 9.414
Energy relative to the best compared isomer or geometry (same formula, charge and spin) in eV: 7.575
Calculated total energy in hartree: -381.00705
Net charge: 0
Lowest unoccupied orbital energy in eV: 1.00



DFT (ωB97M-V/def2-TZVPD) results for C20H26Cl51GaI as an isolated structure.

Last column: Mulliken charge in e.
Positions of all 99 atoms, in Å:
Ga  -0.57  5.79  6.37  0.167
C  -2.03  4.61  5.52  -0.902
C  -1.62  3.63  4.40  0.405
C  -0.48  4.11  3.50  -0.959
I  1.43  3.29  4.05  -0.133
H  -1.34  7.00  7.11  -0.322
H  0.24  4.92  7.41  -0.158
H  0.43  6.43  5.27  -0.284
H  -2.82  5.26  5.11  0.403
H  -2.49  4.03  6.32  0.200
H  -2.48  3.48  3.72  0.072
H  -1.40  2.63  4.79  -0.088
H  -0.35  5.19  3.56  0.406
H  -0.61  3.84  2.45  0.306
C  -1.35  1.36  0.62  -0.348
Cl  -2.54  0.96  1.85  -0.055
Cl  -1.11  -0.03  -0.46  0.168
Cl  -1.79  2.81  -0.28  -0.089
H  -0.41  1.55  1.12  0.284
C  0.52  -0.12  -3.83  0.693
Cl  -0.29  -1.28  -4.90  -0.008
Cl  2.05  -0.78  -3.25  -0.006
Cl  0.73  1.41  -4.66  -0.072
H  -0.12  0.05  -2.97  -0.561
C  -4.56  0.05  -2.96  -0.124
Cl  -5.40  -1.46  -3.30  -0.117
Cl  -4.45  0.34  -1.23  -0.066
Cl  -2.95  0.02  -3.70  0.008
H  -5.12  0.86  -3.41  0.292
C  2.90  2.80  0.26  -0.007
Cl  1.55  2.04  -0.58  0.019
Cl  4.39  2.56  -0.66  -0.067
Cl  2.59  4.51  0.52  -0.106
H  3.00  2.33  1.23  0.164
C  -0.05  -5.23  -5.54  0.399
Cl  0.13  -6.72  -6.49  -0.154
Cl  -1.09  -4.09  -6.40  -0.107
Cl  -0.67  -5.57  -3.94  -0.093
H  0.92  -4.77  -5.44  -0.081
C  7.03  0.39  -2.98  0.002
Cl  5.56  -0.18  -3.77  -0.027
Cl  8.45  0.07  -3.97  -0.147
Cl  6.88  2.10  -2.60  -0.119
H  7.14  -0.16  -2.05  0.288
C  -0.07  -3.88  0.55  -0.100
Cl  -0.88  -2.97  1.83  -0.093
Cl  -0.48  -5.59  0.62  -0.054
Cl  -0.50  -3.16  -1.00  -0.051
H  1.00  -3.78  0.69  0.263
C  -2.85  0.47  7.34  -0.187
Cl  -2.86  -1.26  7.74  -0.130
Cl  -1.25  1.15  7.60  -0.017
Cl  -3.41  0.72  5.68  -0.055
H  -3.54  0.97  8.00  0.391
C  2.38  4.59  10.17  -0.013
Cl  1.62  3.51  9.02  0.037
Cl  4.00  4.02  10.62  -0.166
Cl  2.46  6.24  9.54  -0.086
H  1.78  4.61  11.07  0.256
C  -7.28  1.38  -6.48  0.017
Cl  -7.88  0.09  -7.52  -0.120
Cl  -5.73  0.93  -5.75  -0.027
Cl  -7.13  2.89  -7.37  -0.124
H  -7.99  1.52  -5.68  0.268
C  1.24  -9.52  0.94  0.214
Cl  -0.38  -8.85  0.82  -0.123
Cl  2.36  -8.34  1.64  -0.128
Cl  1.22  -11.00  1.89  -0.133
H  1.59  -9.77  -0.06  0.163
C  -3.33  -4.06  -9.33  0.795
Cl  -2.92  -2.64  -10.28  -0.121
Cl  -5.05  -4.07  -8.92  -0.120
Cl  -2.87  -5.55  -10.17  -0.133
H  -2.77  -4.02  -8.40  -0.398
C  4.99  -9.81  -2.49  0.034
Cl  6.64  -10.27  -2.09  -0.121
Cl  4.13  -11.15  -3.24  -0.129
Cl  4.14  -9.24  -1.05  -0.057
H  5.03  -9.00  -3.20  0.278
C  0.85  -2.07  4.94  0.223
Cl  2.07  -1.57  3.76  -0.120
Cl  1.51  -3.28  6.04  -0.164
Cl  0.22  -0.68  5.81  0.032
H  0.04  -2.53  4.39  -0.019
C  -1.57  3.86  -7.66  -0.012
Cl  -1.43  3.34  -9.34  -0.133
Cl  -2.78  2.90  -6.81  -0.049
Cl  -0.01  3.78  -6.85  -0.107
H  -1.90  4.89  -7.66  0.303
C  -0.11  10.03  9.07  -0.010
Cl  0.22  8.88  10.38  -0.129
Cl  0.36  9.38  7.51  -0.057
Cl  -1.82  10.49  9.08  -0.153
H  0.47  10.92  9.27  0.331
C  4.23  -2.65  -6.09  -0.048
Cl  4.47  -3.91  -7.30  -0.136
Cl  3.04  -1.47  -6.64  -0.059
Cl  3.75  -3.34  -4.54  -0.102
H  5.17  -2.14  -5.95  0.305

Values from the calculation:
Highest occupied orbital energy in eV: -4.99
Gap between HOMO and LUMO in eV: 6.005
Calculated total energy in hartree: -26469.83887
Net charge: -1
Lowest unoccupied orbital energy in eV: 1.02



DFT (ωB97M-V/def2-TZVPD) results for C3H4KMgO3 as an isolated structure in a non-equilibrium geometry.

Last column: natural (NBO) charge in e.
Positions of all 12 atoms, in Å:
O  1.74  -0.99  0.44  -0.681
C  0.69  -1.70  -0.02  0.180
C  -0.26  -2.00  1.13  -1.107
H  -0.06  -1.94  -0.82  0.283
H  0.92  -1.31  -1.45  0.091
H  0.05  -1.62  2.12  0.227
H  -0.36  -3.09  1.25  0.260
K  2.35  1.23  0.90  0.985
O  -0.11  1.22  -0.31  -0.718
C  -0.77  0.57  -1.06  0.755
O  -1.88  0.13  -1.01  -0.809
Mg  -2.10  -0.98  0.91  1.535

Values from the calculation:
Highest occupied orbital energy (alpha / beta) in eV: -10.90 / -10.58
Gap between HOMO and LUMO (alpha / beta) in eV: 5.321 / 5.337
Energy relative to the best compared isomer or geometry (same formula, charge and spin) in eV: 7.186
Calculated total energy in hartree: -1142.01001
Net charge: +1
Lowest unoccupied orbital energy (alpha / beta) in eV: -5.58 / -5.24



DFT (ωB97M-V/def2-TZVPD) results for a 13-piece molecular cluster, C59H136N3O38P5 overall in a non-equilibrium geometry.

Last column: Mulliken charge in e.
Positions of all 241 atoms, in Å:
C  -5.52  -0.28  2.06  -0.761
C  -4.47  -1.03  1.34  0.342
O  -4.23  -0.74  0.16  -0.419
N  -3.62  -1.92  1.94  -0.120
C  -2.35  -2.17  1.38  -0.028
H  -6.21  -0.02  1.25  0.201
H  -5.00  0.56  2.48  0.055
H  -6.02  -0.78  2.90  0.396
H  -3.60  -1.90  2.95  0.293
H  -2.47  -2.80  0.49  0.119
H  -1.74  -2.69  2.16  0.190
H  -1.87  -1.22  1.19  -0.334
C  3.94  -7.13  -1.87  -0.203
C  3.56  -6.73  -3.27  0.576
O  2.81  -7.33  -3.98  -0.692
N  4.09  -5.60  -3.73  -0.105
C  3.77  -5.06  -5.00  -0.865
H  3.56  -8.15  -1.71  0.437
H  3.54  -6.38  -1.18  -0.321
H  5.08  -6.96  -1.69  0.269
H  4.50  -5.02  -2.95  0.034
H  4.50  -4.28  -5.28  0.311
H  2.77  -4.60  -5.01  0.197
H  3.86  -5.86  -5.70  0.364
C  -6.35  -2.96  -2.90  -1.033
C  -6.05  -1.55  -3.44  0.789
O  -6.22  -1.24  -4.63  -0.691
N  -5.81  -0.67  -2.46  0.095
C  -5.61  0.73  -2.77  -0.932
H  -5.65  -3.57  -3.44  0.309
H  -7.36  -3.26  -3.18  0.275
H  -6.00  -3.03  -1.88  0.223
H  -5.49  -1.03  -1.60  0.195
H  -4.65  0.94  -3.25  0.072
H  -5.69  1.27  -1.87  0.471
H  -6.45  0.91  -3.52  0.259
C  0.45  7.28  3.16  -1.020
C  -0.91  6.75  3.03  -0.273
O  -0.94  5.29  3.30  -0.674
P  -1.73  4.79  4.51  1.509
O  -1.71  3.35  4.72  -1.083
O  -1.31  5.72  5.72  -0.438
C  -0.25  5.32  6.63  0.139
C  -0.86  4.19  7.47  -1.186
O  -3.19  5.39  4.29  0.005
C  -4.08  5.46  5.38  -0.244
C  -5.50  5.40  4.82  -1.208
H  1.06  6.56  2.66  0.038
H  0.58  8.18  2.55  0.397
H  0.71  7.38  4.17  0.348
H  -1.60  7.19  3.70  0.465
H  -1.29  6.76  2.00  0.265
H  0.64  5.01  6.11  -0.101
H  0.03  6.17  7.23  0.389
H  -0.33  4.07  8.41  0.455
H  -1.83  4.55  7.84  0.283
H  -0.99  3.32  6.86  0.309
H  -4.05  4.56  6.04  0.257
H  -3.90  6.36  5.96  0.288
H  -5.85  4.39  4.46  0.161
H  -6.25  5.57  5.63  0.451
H  -5.67  6.17  4.06  0.271
C  2.92  3.09  -3.26  -1.568
C  2.17  2.72  -2.00  1.628
O  1.92  3.81  -1.05  -0.493
P  1.93  3.69  0.53  -0.130
O  1.88  5.00  1.12  -0.852
O  0.92  2.51  0.92  1.405
C  -0.36  2.62  1.53  1.893
C  -0.67  1.33  2.25  0.318
O  3.25  2.91  0.84  0.379
C  4.50  3.59  0.80  -0.704
C  5.57  2.54  0.98  -0.501
H  3.94  3.44  -3.10  0.355
H  3.03  2.13  -3.76  0.246
H  2.28  3.68  -3.86  0.245
H  1.13  2.46  -2.27  -0.458
H  2.59  1.90  -1.50  -0.133
H  -0.42  3.44  2.25  -1.141
H  -1.16  2.78  0.77  -0.654
H  -1.78  1.34  2.61  -0.025
H  -0.51  0.43  1.69  -0.969
H  -0.08  1.16  3.17  0.470
H  4.61  4.20  -0.09  0.475
H  4.51  4.36  1.58  0.277
H  6.57  2.88  1.24  0.511
H  5.28  1.88  1.82  -0.232
H  5.67  2.03  0.01  0.125
C  -6.72  6.34  -1.28  -0.938
C  -5.73  6.82  -2.35  -0.384
O  -4.82  5.74  -2.59  -0.213
P  -3.28  5.90  -3.09  0.083
O  -2.83  7.27  -3.26  -0.840
O  -2.49  5.03  -1.96  0.686
C  -1.04  5.36  -1.93  0.346
C  -0.36  5.13  -3.26  -1.083
O  -3.30  4.99  -4.39  -0.409
C  -3.73  3.60  -4.36  1.179
C  -4.12  3.14  -5.73  -1.521
H  -7.59  7.00  -1.21  0.455
H  -7.09  5.36  -1.46  0.272
H  -6.28  6.25  -0.32  0.142
H  -6.28  7.05  -3.26  0.250
H  -5.06  7.72  -2.15  0.365
H  -0.95  6.31  -1.39  0.311
H  -0.62  4.65  -1.15  -0.591
H  -0.64  5.78  -4.07  0.522
H  0.71  5.34  -3.12  0.239
H  -0.48  4.10  -3.45  0.243
H  -2.91  2.98  -4.01  -0.349
H  -4.58  3.48  -3.66  0.151
H  -3.30  3.35  -6.40  0.389
H  -4.28  2.03  -5.79  0.131
H  -5.00  3.63  -5.99  0.483
C  -1.22  0.45  -1.46  0.289
C  -1.28  -1.09  -1.65  -0.008
O  -0.30  -1.70  -0.78  0.711
P  0.98  -2.55  -1.13  0.058
O  1.69  -1.99  -2.26  -0.645
O  1.58  -2.58  0.29  0.667
C  1.76  -1.35  1.06  0.174
C  3.20  -1.24  1.65  0.318
O  0.60  -4.01  -1.47  -0.131
C  0.84  -4.62  -2.72  0.759
C  -0.19  -4.03  -3.68  -0.367
H  -1.67  0.84  -2.41  -0.346
H  -1.76  0.86  -0.66  0.349
H  -0.23  0.84  -1.30  -0.475
H  -2.31  -1.44  -1.28  -0.276
H  -1.08  -1.26  -2.68  0.139
H  1.52  -0.53  0.37  0.060
H  1.09  -1.38  1.97  0.036
H  3.25  -1.84  2.56  -0.077
H  3.87  -1.61  0.87  -0.240
H  3.41  -0.17  1.90  -0.389
H  1.87  -4.37  -3.04  -0.039
H  0.81  -5.70  -2.54  -0.541
H  -0.19  -4.55  -4.61  0.662
H  -1.22  -4.11  -3.22  0.257
H  0.12  -3.03  -3.84  -0.744
C  5.12  -0.18  -1.50  -0.769
C  4.72  -1.43  -2.09  -0.079
O  4.60  -2.58  -1.12  0.320
P  6.02  -3.33  -0.86  0.659
O  6.96  -3.48  -1.97  -0.869
O  6.56  -2.41  0.35  -0.133
C  7.73  -2.87  1.11  -0.048
C  8.11  -1.56  1.93  -1.393
O  5.62  -4.74  -0.21  -0.324
C  4.94  -4.74  1.05  0.791
C  5.43  -5.96  1.78  -1.590
H  5.96  -0.32  -0.82  0.219
H  5.26  0.61  -2.20  0.817
H  4.41  0.18  -0.76  0.008
H  3.69  -1.47  -2.52  -0.740
H  5.36  -1.79  -2.95  0.490
H  7.49  -3.67  1.86  0.042
H  8.60  -3.23  0.53  0.354
H  9.13  -1.71  2.16  0.524
H  8.03  -0.74  1.26  0.288
H  7.58  -1.52  2.84  0.365
H  5.09  -3.83  1.57  0.704
H  3.89  -4.75  0.73  -0.643
H  4.74  -6.10  2.60  0.259
H  5.36  -6.78  1.09  0.324
H  6.45  -5.91  2.15  0.329
C  -9.20  2.70  2.10  -1.218
C  -8.13  3.76  1.70  0.038
O  -6.89  3.09  1.88  -0.232
C  -5.83  3.87  1.74  0.806
O  -5.77  5.06  1.70  -0.583
O  -4.80  3.07  1.67  -0.365
C  -3.50  3.61  1.40  0.116
H  -8.97  1.79  1.51  0.272
H  -10.23  3.06  2.00  0.405
H  -9.07  2.52  3.16  0.293
H  -8.11  4.63  2.41  0.284
H  -8.19  4.09  0.63  0.090
H  -2.93  3.40  2.33  -0.488
H  -3.45  4.64  1.21  0.469
H  -3.16  3.09  0.48  0.050
C  1.17  -5.76  1.21  -0.689
C  1.36  -4.83  2.33  0.750
O  2.26  -5.52  3.20  -0.418
C  2.87  -4.77  4.21  0.758
O  3.98  -4.95  4.59  -0.578
O  2.12  -3.78  4.68  -0.310
C  2.76  -2.88  5.64  -0.653
H  2.19  -5.98  0.79  -0.278
H  0.41  -5.39  0.54  0.038
H  0.85  -6.76  1.57  0.477
H  0.45  -4.48  2.81  0.673
H  1.92  -3.99  1.98  -0.731
H  2.58  -1.85  5.25  0.181
H  3.78  -3.19  5.93  0.338
H  2.18  -3.06  6.56  0.296
C  0.55  -10.12  -3.69  -1.296
C  0.18  -8.67  -3.79  0.556
O  -1.21  -8.52  -3.23  -0.426
C  -1.31  -8.30  -1.90  0.849
O  -0.41  -8.03  -1.16  -0.519
O  -2.53  -8.45  -1.46  -0.377
C  -2.58  -8.38  -0.02  -0.524
H  1.51  -10.32  -4.24  0.333
H  -0.26  -10.79  -4.05  0.357
H  0.64  -10.36  -2.63  0.286
H  -0.03  -8.43  -4.79  0.362
H  0.92  -8.02  -3.36  -0.259
H  -2.02  -9.27  0.34  0.284
H  -3.62  -8.52  0.24  0.245
H  -2.14  -7.42  0.37  0.151
C  1.49  -0.36  -5.22  0.058
C  0.29  0.68  -5.25  0.355
O  -0.56  0.19  -6.31  -0.415
C  -1.66  -0.51  -5.90  0.644
O  -2.09  -0.52  -4.77  -0.248
O  -2.35  -0.97  -6.94  -0.453
C  -3.64  -1.44  -6.68  -0.558
H  1.22  -1.31  -4.74  -0.432
H  2.21  0.13  -4.56  -0.184
H  1.84  -0.35  -6.27  0.452
H  0.62  1.71  -5.41  0.358
H  -0.23  0.62  -4.27  -0.279
H  -4.35  -0.60  -6.75  0.262
H  -3.73  -1.90  -5.68  0.181
H  -3.80  -2.20  -7.44  0.315
C  7.56  1.37  5.61  -1.336
C  6.56  1.33  4.45  0.114
O  5.72  2.44  4.47  -0.348
C  4.40  2.29  4.49  0.858
O  3.83  1.23  4.57  -0.590
O  3.80  3.47  4.32  -0.465
C  2.31  3.45  4.21  0.121
H  6.96  1.56  6.48  0.344
H  8.34  2.10  5.59  0.333
H  8.17  0.43  5.68  0.334
H  5.96  0.45  4.45  0.329
H  7.11  1.32  3.46  0.070
H  2.07  2.76  3.35  -0.156
H  2.07  4.42  3.86  -0.075
H  1.82  3.20  5.14  0.337

Values from the calculation:
Highest occupied orbital energy in eV: -9.28
Gap between HOMO and LUMO in eV: 9.535
Calculated total energy in hartree: -7060.32746
Net charge: 0
Lowest unoccupied orbital energy in eV: 0.25



What is the calculated total energy in the fifth record? -1142.01001 hartree



Among the records above, which one has the lowest net charge? C20H26Cl51GaI



What is the formula in the fifth record? C3H4KMgO3